# C3H24NO11

A 10-piece molecular cluster, C3H24NO11 overall at a distorted geometry (ωB97M-V with the def2-TZVPD basis set, OMol25).

```
39
Properties=species:S:1:pos:R:3:forces:R:3
O 3.31379 0.68007 0.27427 0.1 1.0 -1.1
O 0.77488 -1.45855 0.69340 -0.3 0.6 0.9
O -1.19707 1.67743 -1.52445 -0.8 0.5 -0.4
O -0.79868 0.75818 3.06829 3.4 -0.9 0.6
O -3.55443 -2.24376 0.09380 -0.3 -1.1 0.6
O 2.40222 2.51189 -1.85008 -0.8 2.6 -0.1
O -1.17121 -0.83000 -3.35826 0.3 -0.1 0.1
O 1.76015 -0.18890 2.61870 0.0 -2.6 1.2
O -1.40746 -3.60903 1.19949 1.9 -0.4 2.3
O 3.10857 -1.90715 -0.34277 -1.1 0.0 2.5
O -3.52618 -0.00358 -1.23245 0.2 -1.0 -0.2
N 0.14076 0.74127 0.00174 2.2 -0.6 1.3
C 0.09455 3.06028 0.05003 -0.4 -0.2 -0.3
C -0.39105 1.81065 -0.60751 0.2 -2.3 1.0
C -0.14509 -0.74722 -0.05635 0.3 -0.3 0.6
H 0.11647 -1.24138 -1.02365 -1.7 1.2 -0.3
H -0.31094 3.11093 1.08503 0.9 0.0 -0.6
H 3.23515 -0.25840 0.03981 0.1 -0.5 -0.4
H 2.54938 2.36582 -0.91873 0.8 -1.4 -0.1
H -0.30896 3.84751 -0.51587 -0.5 1.4 -0.6
H 3.35103 0.62832 1.20991 -0.1 0.1 1.6
H -3.79212 -1.92790 -0.75496 -0.6 -0.4 -2.1
H 0.01731 0.15805 3.37702 -2.5 1.3 -0.8
H -0.76151 -2.86944 1.15414 -0.7 -0.5 -0.8
H -0.80914 -0.44478 -2.54125 -0.3 0.0 -0.4
H 1.99543 -1.04278 3.11046 0.0 2.0 -0.6
H -3.38316 -1.35493 0.35496 0.7 1.0 1.5
H 2.10902 -1.77356 -0.06018 0.7 -0.3 0.1
H 3.13651 -1.87439 -1.26163 0.0 -0.1 -2.5
H -1.18823 -0.81143 0.42232 1.1 -0.4 -1.4
H 1.16395 3.03552 -0.16112 -0.3 0.5 1.1
H -2.10406 -0.59914 -3.34387 0.0 0.1 0.2
H -2.71665 0.51161 -1.20964 0.6 0.7 -0.2
H -2.03180 -3.69917 0.51163 -0.7 0.9 -1.3
H 0.95025 0.93242 0.65793 -1.3 -0.4 -1.2
H 1.20659 -0.71816 1.88417 0.5 0.5 -0.4
H -0.17536 1.37726 2.61814 -1.1 -0.3 0.2
H 2.60387 1.80796 -2.42652 0.5 -1.5 -0.1
H -4.25675 0.58849 -1.23597 -0.7 0.9 0.0
```
Forces are in eV/Å.

E_HOMO: -6.0 eV
relative energy (zero: lowest compared OMol25 entry of this formula, charge and spin): 3.013 eV
Kohn-Sham gap: 8.818 eV
charge: -1
DFT total energy: -1011.15054 hartree



# C3H25O10Y

C3H25O10Y as an isolated structure at a distorted geometry (ωB97M-V with the def2-TZVPD basis set, OMol25).

```
39
Properties=species:S:1:pos:R:3:forces:R:3
Y 20.04562 -31.12527 17.26666 -2.0 5.8 1.3
O 21.65903 -25.80776 14.76687 -0.1 -0.1 0.1
O 19.69900 -23.38505 18.47755 -0.8 -0.3 0.7
O 17.21348 -27.28926 22.44766 0.3 0.1 -0.4
O 21.34089 -23.41644 16.39634 0.0 0.0 0.1
O 20.72090 -28.06366 20.46332 0.6 -0.2 0.0
O 19.39607 -28.95734 18.05231 2.1 -4.7 -0.9
O 14.08184 -27.47665 19.53209 0.3 -0.3 0.2
O 21.76485 -29.48492 16.82089 -0.4 -1.7 -0.4
O 15.46810 -25.48143 16.68718 0.0 -0.6 -0.1
O 17.77519 -30.93928 16.34910 1.7 -0.6 0.3
C 17.10318 -28.10928 18.35523 1.3 0.8 -0.8
C 18.45598 -28.02836 17.58927 -1.0 0.2 -0.5
C 19.05428 -26.61045 17.38837 0.1 0.1 0.4
H 20.45681 -28.51364 19.66082 -0.4 0.1 -0.2
H 21.54954 -24.25609 15.98684 0.2 0.0 -0.4
H 13.83075 -27.78104 18.66000 -0.2 0.0 -0.2
H 17.70531 -28.01612 22.82978 0.1 -0.1 0.3
H 15.06273 -24.88340 17.31509 -0.2 0.4 0.1
H 19.50786 -26.09565 18.23534 -0.7 -0.4 0.7
H 22.59359 -29.63575 16.36626 0.7 -0.2 -0.4
H 14.36549 -26.57230 19.39818 0.0 0.3 0.0
H 20.01365 -22.63315 17.97569 0.2 0.0 -0.2
H 16.40905 -25.37174 16.82434 0.1 0.4 0.0
H 21.85368 -22.77537 15.90409 0.2 0.2 -0.1
H 16.91692 -31.24165 16.64606 -0.6 -0.5 0.3
H 19.89050 -26.54765 16.69203 -0.2 -0.7 -0.5
H 21.85268 -28.60845 17.19548 -0.5 0.7 0.6
H 16.50652 -28.98238 18.09104 0.4 -0.4 0.3
H 17.28351 -28.01075 19.42568 -0.5 0.2 -0.1
H 16.55479 -27.29986 17.87333 -0.4 0.3 0.8
H 20.16178 -24.13442 18.10271 0.3 0.4 -0.1
H 16.41173 -27.69141 22.11345 -0.4 0.0 0.0
H 19.90660 -27.70549 20.81670 -0.3 0.3 0.3
H 17.58784 -30.15639 15.83121 -0.1 0.7 -0.4
H 21.28002 -26.21209 15.54731 -0.2 -0.1 0.1
H 18.28170 -25.96137 16.97616 0.1 0.0 0.1
H 18.16413 -28.34141 16.58681 0.1 0.1 -0.7
H 22.14930 -26.51340 14.34505 0.3 0.0 -0.3
```
Forces are in eV/Å.

E_HOMO: -14.7 eV
relative energy (zero: lowest compared OMol25 entry of this formula, charge and spin): 0.000 eV
Kohn-Sham gap: 4.083 eV
charge: +2
DFT total energy: -919.32835 hartree



# C3H26N2O10

A 10-piece molecular cluster, C3H26N2O10 overall at a distorted geometry (ωB97M-V with the def2-TZVPD basis set, OMol25).

```
41
Properties=species:S:1:pos:R:3:forces:R:3
O 2.60617 1.75067 -0.51222 -0.1 -0.4 -0.5
O -3.84064 0.21838 -0.04032 -0.1 0.1 0.6
O -0.38867 -3.42406 -2.14922 0.2 0.2 -1.0
O -2.72126 1.71232 -2.42899 1.1 -0.2 0.2
O -2.67156 1.46839 2.24782 0.4 0.4 0.2
O 1.93418 -2.48926 -0.72421 0.0 1.0 0.2
O 1.08881 1.74524 -3.00061 3.0 0.0 0.2
O -0.07778 0.67355 -1.05445 0.3 -0.1 0.3
O -1.85823 -2.06870 2.58249 -0.2 -1.1 -1.0
O -2.95454 -2.32241 -0.73691 -0.9 0.5 -0.5
N 0.61401 0.43454 2.01759 0.9 0.5 1.2
N 3.23761 -0.28650 0.32397 -0.2 0.6 -1.3
C 1.62308 1.34145 2.64488 0.3 0.9 -1.4
C 2.97632 1.52354 1.85802 0.0 -0.4 0.4
C 2.90157 1.02477 0.42484 1.0 -0.1 1.9
H 1.85555 1.35531 -2.47021 -1.5 0.1 -0.4
H 0.62836 1.34224 -1.21164 -1.0 -0.5 0.3
H -1.94239 2.23691 -2.18545 -0.4 0.6 0.1
H 1.67864 2.44319 -3.33618 -0.9 0.4 -0.5
H 0.93711 0.12109 1.11161 -0.4 0.1 0.0
H 3.77047 0.98826 2.41120 -0.2 0.1 -0.5
H 2.27182 -3.19695 -0.17544 -0.1 -0.5 -0.5
H 3.25050 2.58055 1.86117 -0.1 -0.1 -0.1
H -2.17744 -2.74304 -1.11096 0.3 -0.1 0.7
H -0.22290 0.99643 1.90235 0.0 -0.3 -0.2
H 1.94573 1.16839 3.66860 -0.6 -0.7 0.2
H -0.49896 -3.26759 -3.10209 -0.4 0.0 0.3
H 3.03056 -0.69030 -0.57226 0.1 -0.4 0.0
H 0.44741 -3.89960 -2.14344 -0.2 -0.4 0.4
H -1.50505 -1.26389 2.19455 0.1 0.3 0.8
H 0.20410 -0.08322 -1.58654 -0.2 0.2 0.2
H -3.19588 2.25094 2.05137 0.0 0.0 0.2
H 3.41150 -0.93022 1.07787 -0.2 0.5 0.2
H 1.22959 2.35423 2.63060 -0.4 0.0 0.3
H -2.99684 -2.32142 0.22531 0.7 -0.6 0.1
H -3.53810 -0.59642 -0.47606 0.0 0.5 -0.4
H 1.75912 -2.71076 -1.64024 0.2 -0.5 0.3
H -2.20768 0.88981 -2.46995 -0.6 -0.4 -0.1
H -2.08323 -1.99978 3.50815 0.1 0.7 0.0
H -3.73390 0.97743 -0.62430 0.2 -0.4 -0.5
H -2.67298 1.02149 1.39561 -0.3 -0.5 -0.3
```
Forces are in eV/Å.

SMILES string: NCCC(N)=O.O.O.O.O.O.O.O.O.O
E_HOMO: -9.1 eV
relative energy (zero: lowest compared OMol25 entry of this formula, charge and spin): 3.361 eV
Kohn-Sham gap: 8.737 eV
charge: 0
DFT total energy: -991.79516 hartree



# C3H27NO9

A 10-piece molecular cluster, C3H27NO9 overall at a distorted geometry (ωB97M-V with the def2-TZVPD basis set, OMol25).

```
40
Properties=species:S:1:pos:R:3:forces:R:3
O 3.86841 -2.20296 -1.61904 0.0 0.6 1.1
O -2.34127 -1.84539 0.30681 -2.2 -2.0 -0.4
O 0.58369 -1.69280 1.85900 -2.6 1.2 -1.1
O 0.94020 -0.09460 -0.72738 1.3 -0.8 -0.4
O -1.20909 -1.30155 -2.11439 0.2 0.9 0.5
O 1.49230 3.77426 0.58541 -3.0 -3.4 -2.9
O 3.86391 0.92460 -0.70417 -2.6 -1.9 -1.0
O 2.21832 -3.42919 0.75648 0.4 -0.1 -3.5
O 1.20797 -2.64513 -2.28714 -8.3 -1.1 1.1
N -1.96855 1.66456 0.67894 -3.9 2.8 2.7
C -1.32926 2.33983 1.98420 4.0 -1.3 -3.1
C -3.05413 0.79689 1.21540 3.3 -2.3 2.8
C -2.46815 2.64324 -0.38294 3.5 0.9 1.0
H 1.75497 -2.87308 0.07502 0.4 -1.1 0.7
H 3.29855 -2.54944 -0.89173 1.2 0.2 -0.2
H 0.88117 0.46023 0.02346 0.1 1.0 1.3
H 4.04971 0.30458 -0.00622 1.0 0.1 1.1
H 3.06161 0.36284 -1.02108 1.5 1.9 -0.1
H -0.34804 -1.68841 -2.39679 -0.4 -0.5 -0.1
H -2.21143 3.66211 0.06014 -1.2 -1.1 -0.3
H -1.23282 1.68793 2.84766 0.3 -0.9 -0.7
H -2.34299 0.10707 1.93094 -2.2 1.1 -1.6
H -3.66351 1.33595 1.98358 0.4 0.1 -0.8
H -3.02674 -2.62190 0.05835 2.8 2.8 0.5
H -3.62592 0.08969 0.61370 0.3 0.7 -0.6
H -1.78933 2.72737 -1.23552 0.3 -0.7 -0.1
H 4.50568 -1.57083 -1.19166 -0.9 -1.0 -0.7
H 1.44485 3.92924 -0.38715 0.1 -0.4 1.0
H 0.02522 -1.55835 1.02225 1.5 -0.6 1.3
H 1.02879 -3.43409 -2.75821 0.6 -1.1 -0.7
H -0.14466 -1.57582 2.49911 0.7 -0.4 0.1
H -3.42728 2.42561 -0.78559 -0.9 -0.2 0.4
H 2.01368 -2.34532 -2.28143 7.5 2.3 -0.6
H 1.98097 4.46054 0.87292 2.8 3.7 1.8
H -1.91110 -1.44909 -0.48925 -0.5 -1.1 0.0
H 1.91279 -3.00795 1.51675 -0.7 1.0 2.3
H 0.09392 -0.10147 -1.13008 -1.3 0.0 -0.9
H -0.31509 2.80547 1.64498 -1.5 -1.1 0.6
H -1.82333 3.12027 2.42307 -2.4 2.3 -0.1
H -1.99402 -1.63492 -2.54838 0.4 -0.3 -0.6
```
Forces are in eV/Å.

E_HOMO (alpha / beta): -13.3 / -13.3 eV
spin multiplicity: 2
relative energy (zero: lowest compared OMol25 entry of this formula, charge and spin): 1.847 eV
Kohn-Sham gap (alpha / beta): 10.333 / 5.628 eV
charge: +1
DFT total energy: -861.98053 hartree



# C3H28N2O14

A 12-piece molecular cluster, C3H28N2O14 overall at a distorted geometry (ωB97M-V with the def2-TZVPD basis set, OMol25).

```
47
Properties=species:S:1:pos:R:3:forces:R:3
O 1.91917 3.26230 -0.07196 -0.5 0.6 0.1
O 0.31950 -1.12772 -2.07285 -1.6 0.2 -0.1
O -2.37723 -2.34719 -2.59941 0.3 0.2 -0.1
O -2.97457 3.73925 -1.69643 -0.4 -0.5 0.3
O 0.30692 -3.56431 -0.73280 0.6 0.2 -0.4
O -3.18748 0.81298 -1.69113 -0.4 -0.4 -0.3
O 1.68012 1.24134 -1.80542 -0.5 0.8 -0.1
O -2.93617 -1.36860 0.23601 0.5 -0.7 1.1
O 2.57033 0.10324 -0.14002 0.5 0.4 -0.2
O -0.82498 1.80108 -1.20268 -0.2 1.7 0.7
O 3.94804 2.63218 1.39074 -0.4 0.1 0.8
O -0.51304 -2.24460 1.43524 -2.2 -0.9 0.3
O 1.92826 -2.34949 2.14555 0.0 -0.3 0.4
O 4.37566 -1.11288 2.17772 0.5 -0.1 0.1
N 0.50819 0.79240 0.27289 -0.6 2.1 -0.6
N -1.73813 0.65674 2.20620 0.1 0.6 -0.8
C 1.66514 0.77498 -0.56653 -0.1 -2.6 1.3
C -0.67067 1.51412 -0.02933 1.0 -2.8 -0.8
C -1.70528 1.62721 1.11722 0.3 0.5 -0.2
H 0.99957 -0.64050 -2.53883 0.6 -0.6 0.2
H -1.46280 2.66022 1.48648 -0.8 -0.7 0.0
H 0.41498 -4.22032 -1.42520 -0.3 -0.3 0.1
H -0.50265 -3.69670 -0.23316 -0.1 0.0 0.0
H -2.00299 -3.21921 -2.44938 -0.1 -0.1 -0.1
H -1.57499 -1.79691 -2.67228 -0.1 0.0 0.2
H -2.57763 0.43620 -1.04803 -0.2 -0.1 0.0
H 0.29469 -0.07793 0.70238 0.5 -0.1 0.6
H -3.05255 3.36181 -0.81063 0.2 0.6 0.2
H 4.90819 -0.67333 1.50159 -0.2 0.0 0.1
H 3.29769 3.34892 1.31492 0.4 0.0 -0.4
H 0.06199 -1.56648 1.12963 0.9 0.0 -0.1
H -2.54234 -2.06061 0.83577 -0.5 0.9 -1.2
H 1.10900 3.73799 -0.29245 0.1 0.1 -0.2
H 0.01387 -2.84189 1.97134 0.5 0.3 0.0
H -2.16315 -0.20365 1.87514 0.4 0.1 0.3
H 3.53784 -0.64409 2.19511 -0.1 0.1 -0.4
H -0.87757 0.54688 2.71803 0.0 -0.2 -0.1
H 2.44148 3.21794 -0.88076 0.0 0.1 0.0
H 3.41135 2.03009 1.92809 0.5 -0.2 -0.2
H 2.42579 -2.47871 2.96085 0.2 0.0 -0.1
H -2.99415 0.27962 -2.46876 -0.2 0.0 -0.2
H 2.50833 -2.66429 1.44430 0.2 0.1 0.0
H -2.69340 1.52601 0.63819 0.3 0.8 0.2
H -3.20998 2.91675 -2.15079 0.2 0.1 -0.5
H 0.80062 1.65100 -1.97255 -0.1 -0.1 0.1
H -3.38807 -1.80348 -0.49670 0.2 -0.1 0.0
H 0.52309 -1.96837 -1.63531 0.7 0.1 -0.2
```
Forces are in eV/Å.

SMILES string: NCC(=O)NC(=O)O.O.O.O.O.O.O.O.O.O.O.O
E_HOMO: -9.6 eV
relative energy (zero: lowest compared OMol25 entry of this formula, charge and spin): 0.000 eV
Kohn-Sham gap: 9.408 eV
charge: 0
DFT total energy: -1293.97692 hartree



# C3H28N2O8

A 9-piece molecular cluster, C3H28N2O8 overall at a distorted geometry (ωB97M-V with the def2-TZVPD basis set, OMol25).

```
41
Properties=species:S:1:pos:R:3:forces:R:3
O 2.03642 -1.45692 3.12618 0.2 -0.6 0.7
O -0.86579 -2.06129 0.13217 0.8 1.4 0.2
O 0.64666 -3.51912 -1.37025 0.8 -0.8 0.3
O -0.19081 3.06589 0.34573 -0.2 -0.3 0.3
O -2.37375 2.62307 -2.32983 -0.6 -0.4 0.8
O -3.52342 -0.27031 -1.68332 -0.2 0.0 -0.1
O 1.18687 1.62356 3.25424 0.9 -0.1 1.5
O -0.99733 0.08689 2.27899 -0.1 -0.2 0.1
N -0.99469 0.19392 -1.92265 0.6 0.7 0.2
N 1.30098 -0.26955 0.88831 1.4 0.1 -1.7
C 0.38140 0.71099 -2.21801 1.5 0.4 -0.2
C 1.59102 -0.05464 -1.62778 -1.4 -1.0 0.9
C 2.02478 0.38639 -0.25093 1.2 1.8 0.6
H -2.52694 3.11121 -1.50612 0.4 0.4 -0.3
H -4.11086 -0.68149 -1.03950 -0.1 0.1 0.0
H 0.59671 0.68901 -3.28212 -0.7 0.5 -0.1
H 0.39067 -4.45627 -1.36889 -0.4 0.2 -0.2
H -1.02295 3.39239 0.71509 0.1 0.1 -0.2
H 0.73458 1.52884 4.10936 -1.1 0.0 -0.6
H 3.10903 0.39631 -0.08460 -0.1 -1.4 -0.1
H 2.44937 -2.27251 3.44812 0.0 0.0 -0.3
H 0.32314 2.91878 1.15169 0.1 0.1 -0.1
H -3.23315 2.17489 -2.38055 0.1 0.1 -0.4
H -1.11812 0.10915 3.23495 -0.2 0.1 -0.1
H 0.43392 1.69436 -1.75968 -0.3 0.4 -0.7
H 2.04351 1.73869 3.70768 0.4 0.3 -1.1
H -4.01638 -0.27748 -2.51246 -0.2 -0.2 0.1
H 1.61016 -3.62869 -1.36288 0.0 0.3 -0.2
H 1.98862 1.46902 -0.07998 -1.2 0.1 -0.4
H 0.41134 -0.61299 0.52487 -0.5 0.3 0.6
H 1.26160 0.38370 1.67960 -0.7 -0.3 0.3
H 1.81746 -1.02993 3.96231 -0.1 0.3 -0.1
H 1.82044 -1.09961 1.16541 0.0 0.1 0.5
H 2.45954 -0.04239 -2.27837 -0.2 0.1 -0.3
H -1.67744 0.28509 -2.67130 0.5 -0.4 -0.6
H -1.00071 -0.75837 -1.54364 -0.3 0.1 0.2
H -1.78232 -2.29543 0.28659 0.2 -0.8 0.1
H -1.42946 0.89541 -1.31258 0.0 -0.5 0.6
H -0.77732 -0.83408 2.09661 -0.3 -0.2 0.1
H 1.21420 -1.08543 -1.54833 0.7 -0.2 -0.2
H -0.19096 -2.77104 0.02587 -1.2 -0.2 -0.4
```
Forces are in eV/Å.

E_HOMO: -17.4 eV
Kohn-Sham gap: 11.792 eV
charge: +2
DFT total energy: -841.97375 hartree